[1]
C46H63FFeN5O2S | the ωB97M-V functional and the def2-TZVPD basis

```
119
Properties=species:S:1:pos:R:3
Fe 0.16507 0.37081 -0.83227
C -0.01347 -2.08930 3.29482
N -0.31672 -0.80384 2.69290
C -0.20913 0.22536 3.71412
C -1.64206 -0.83656 2.09549
C -2.04773 0.43692 1.36511
N -1.75850 0.54674 -0.09700
C -2.70048 -0.33319 -0.84262
C -2.60232 -0.23578 -2.33455
C -3.71355 0.08634 -3.09370
C -3.66579 0.06114 -4.48117
C -2.46304 -0.32487 -5.06631
C -1.31460 -0.64664 -4.34753
C -1.37679 -0.56205 -2.94197
O -0.32874 -0.83592 -2.16870
C -0.03121 -1.09885 -5.04629
C -0.21370 -1.26746 -6.55805
C 0.42271 -2.45700 -4.48758
C 1.06590 -0.05052 -4.81489
C -4.90540 0.43604 -5.29260
C -6.06331 -0.50695 -4.93482
C -5.31063 1.88041 -4.96310
C -4.66476 0.34206 -6.79950
C -1.99697 1.97028 -0.48353
C -1.15932 2.95885 0.29075
C -1.73837 4.19120 0.55433
C -1.07241 5.18922 1.24832
C 0.21688 4.89560 1.67589
C 0.85134 3.67957 1.43828
C 0.14401 2.67270 0.73739
O 0.70942 1.47521 0.55702
C 2.30613 3.46346 1.87388
C 2.88111 4.66042 2.63808
C 2.43333 2.23990 2.79360
C 3.17092 3.26182 0.62186
C -1.75843 6.52824 1.51215
C -2.11895 7.18902 0.17397
C -3.04100 6.29949 2.32469
C -0.86632 7.49128 2.29617
H -0.69074 -2.32396 4.13584
H 1.00756 -2.07797 3.67906
H -0.09486 -2.88846 2.56221
H -0.97686 0.10086 4.49958
H -0.29879 1.22473 3.29249
H 0.77180 0.16373 4.18375
H -2.40598 -0.99897 2.88249
H -1.70092 -1.69969 1.43658
H -1.59515 1.29249 1.85061
H -3.13183 0.56443 1.46390
H -3.71909 -0.08348 -0.52382
H -2.48667 -1.35354 -0.52216
H -4.63513 0.34368 -2.58040
H -2.41779 -0.38151 -6.14245
H -0.98686 -2.00185 -6.79678
H 0.72576 -1.61941 -6.98927
H -0.46583 -0.32482 -7.04829
H -0.35404 -3.21140 -4.63903
H 0.63790 -2.39354 -3.42208
H 1.32141 -2.78869 -5.01481
H 0.79319 0.89716 -5.28497
H 2.01123 -0.39098 -5.24927
H 1.20006 0.14236 -3.75322
H -6.31837 -0.44322 -3.87582
H -5.79838 -1.54306 -5.15502
H -6.95626 -0.24976 -5.51060
H -5.54764 1.99598 -3.90410
H -6.19345 2.17042 -5.53916
H -4.50005 2.57154 -5.20257
H -4.40016 -0.67303 -7.10339
H -3.86892 1.01650 -7.12240
H -5.57621 0.62251 -7.33140
H -3.05725 2.19044 -0.31139
H -1.81037 2.05485 -1.55676
H -2.75191 4.36097 0.20343
H 0.76117 5.65621 2.21231
H 2.32823 4.86384 3.55809
H 2.89326 5.56817 2.03125
H 3.91349 4.43524 2.91450
H 1.86336 2.39974 3.71212
H 3.48189 2.09721 3.07212
H 2.06721 1.33693 2.30819
H 3.14899 4.15324 -0.00913
H 2.79301 2.42441 0.04233
H 4.20972 3.06232 0.90469
H -2.80093 6.56610 -0.40700
H -1.22283 7.35401 -0.42739
H -2.60470 8.15368 0.34320
H -3.73668 5.64331 1.79928
H -3.54984 7.24941 2.50847
H -2.80927 5.84153 3.28866
H 0.05079 7.72559 1.75122
H -0.59252 7.08299 3.27150
H -1.40177 8.42791 2.46461
N 3.99105 -1.59697 0.20759
C 5.00525 -0.77951 -0.20369
C 6.31513 -0.97525 0.25780
C 7.33018 -0.17480 -0.20658
C 7.07580 0.84447 -1.13648
C 5.79577 1.05045 -1.59003
C 4.75023 0.24043 -1.12881
S 3.14945 0.54419 -1.69427
N 2.18281 -0.38355 -0.78706
C 2.65271 -1.47006 -0.07709
C 1.74103 -2.48209 0.30337
C 2.12508 -3.69819 0.93130
C 1.19938 -4.70388 1.06551
C -0.09332 -4.51646 0.57760
C -0.39900 -3.27104 0.04416
N 0.45073 -2.26427 -0.04785
H 4.25033 -2.36972 0.79500
H 6.51432 -1.75985 0.97837
H 8.33793 -0.33126 0.15428
H 7.88404 1.47062 -1.48777
H 5.57500 1.84328 -2.29524
H 3.13141 -3.87766 1.28574
H 1.48279 -5.63979 1.53011
H -0.83923 -5.29666 0.62318
H -1.40204 -3.08119 -0.32697
F 0.59922 1.66967 -2.07849
```

Spin multiplicity: 6
Energy relative to the best compared isomer or geometry (same formula, charge and spin), kcal per mole: 49.2
LUMO energy (spin up / spin down), eV: -0.24 / -2.02

[2]
C46H64BNO34S7 | the ωB97M-V functional and the def2-TZVPD basis

```
153
Properties=species:S:1:pos:R:3
C 1.08139 5.68305 -5.58862
C 0.92221 4.08690 -5.24476
C 2.40318 3.60049 -4.63950
C 2.35957 1.95797 -4.63149
C 2.75125 1.42220 -3.10287
C 1.56378 0.30774 -2.72142
C 1.56494 -0.09009 -1.12196
C 0.25964 0.34466 -0.22964
C 0.10360 0.07230 1.41346
B -1.24822 0.61906 2.15823
O -1.56121 0.60400 3.59646
O -2.27985 1.26484 1.27054
C -3.28072 0.25088 0.89819
C 1.36123 -0.69196 2.12943
C 2.70525 -1.14363 1.24064
C 2.84914 -0.86942 -0.38662
C 4.20313 -1.34457 -1.20170
O 4.25466 -2.84404 -1.22620
C 2.89888 -3.40425 -1.40293
C 2.22097 -3.25736 -2.89987
C 0.71701 -3.77611 -3.32545
C -0.18762 -4.50038 -2.16372
C 0.48203 -4.70727 -0.66735
C 2.01264 -4.17591 -0.25857
C 3.91310 -1.85765 2.15454
O 4.57651 -2.95798 1.79253
C 4.16433 -1.07248 3.61218
C 2.82283 -0.60792 4.49923
C 2.95476 0.19592 5.92308
C 4.49823 0.54812 6.45685
C 5.86673 0.12291 5.60401
C 7.38468 0.54964 6.16186
N 7.47738 2.03829 6.51004
C 5.67684 -0.70981 4.16585
C 7.01890 -1.11993 3.31838
C 7.54597 0.45568 2.66957
C 6.68499 0.95570 1.24753
O 6.48817 1.60401 2.74587
C 1.36872 -1.00583 3.77032
O 0.36592 -1.57163 4.44185
H 1.45554 6.23347 -4.62331
H 1.92832 5.76899 -6.41539
H 0.02593 6.05543 -5.96638
H 0.74015 3.40501 -6.18824
H 0.13811 3.85742 -4.37562
H 2.59502 4.07044 -3.56710
H 3.28901 3.92224 -5.34959
H 3.19654 1.57911 -5.37380
H 1.32907 1.48847 -4.92693
H 2.83381 2.28690 -2.31788
H 3.81475 0.93671 -3.20565
H 0.54011 0.88566 -2.92757
H 1.56491 -0.60563 -3.45297
H -0.62262 0.90900 -0.76846
H -0.76458 0.80083 4.17178
H -3.08445 -0.68531 1.60663
H -4.36353 0.63787 1.14666
H -3.22774 -0.02037 -0.24529
H 5.16619 -0.96978 -0.60341
H 4.22871 -1.01522 -2.32842
H 2.86449 -2.70383 -3.73891
H 0.31711 -3.58869 -4.42097
H -1.27815 -4.89638 -2.39521
H -0.20684 -5.25659 0.13111
H 2.46582 -4.34222 0.82858
H 1.99763 0.51580 6.51461
H 4.58093 1.14456 7.47874
H 7.60927 -0.08535 7.11963
H 8.23481 0.31658 5.37581
H 8.11054 2.54988 5.85762
H 6.52150 2.49648 6.44451
H 7.93670 -1.44841 3.96670
H 6.82909 -1.76972 2.36462
H 8.76865 0.72968 2.73543
H 6.97616 2.04209 0.87157
H 5.56160 0.63901 1.16658
C -8.31472 -0.28807 -0.38087
C -8.01708 1.10962 0.15542
O -6.68040 1.38961 -0.25405
S -6.39693 0.64953 -1.67965
O -6.59002 1.61728 -2.73668
O -5.19877 -0.14683 -1.55078
O -7.68714 -0.34692 -1.66066
H -7.86533 -1.05800 0.25458
H -9.38795 -0.47477 -0.47354
H -8.10719 1.16644 1.24281
H -8.67415 1.85596 -0.30345
C -9.01042 4.83234 -1.38906
C -9.69388 4.85647 -2.75362
O -10.99450 4.31722 -2.52915
S -11.47930 4.71269 -1.02283
O -12.32306 5.88360 -1.11322
O -11.87993 3.50462 -0.33984
O -10.02589 5.17642 -0.44799
H -8.64829 3.82786 -1.14735
H -8.18028 5.54137 -1.33055
H -9.15552 4.26702 -3.49960
H -9.81197 5.88275 -3.11712
C -7.15295 -4.84709 3.53175
C -8.23572 -5.45706 2.64561
O -8.78968 -4.35924 1.92401
S -7.62159 -3.24998 1.66804
O -7.09195 -3.45124 0.33759
O -8.09521 -1.97013 2.14142
O -6.53929 -3.83170 2.73955
H -7.58904 -4.37189 4.41637
H -6.41114 -5.58646 3.84534
H -9.00905 -5.96758 3.22450
H -7.80438 -6.15483 1.92008
C 2.40578 4.26605 0.52550
C 1.03944 4.92523 0.35722
O 1.30130 6.16550 -0.29542
S 2.59023 5.98512 -1.27855
O 2.10486 5.74170 -2.61881
O 3.55202 7.01610 -0.96484
O 3.12607 4.57190 -0.66732
H 2.94987 4.69732 1.37198
H 2.32844 3.18349 0.65724
H 0.53642 5.09101 1.31286
H 0.39249 4.33001 -0.29585
C -4.87144 5.18358 -4.93599
C -6.26185 4.57121 -4.78939
O -7.11409 5.65962 -4.44036
S -6.55408 7.01880 -5.14707
O -7.30127 7.23420 -6.36627
O -6.39880 8.03221 -4.12958
O -5.07774 6.45547 -5.54831
H -4.40791 5.34764 -3.95785
H -4.21143 4.56659 -5.55160
H -6.29577 3.79362 -4.02260
H -6.61324 4.15896 -5.74119
C 7.55094 -6.45567 0.12185
C 8.09474 -5.09010 0.53320
O 7.69990 -4.20161 -0.50962
S 6.27490 -4.70487 -1.12324
O 5.21907 -3.93927 -0.49857
O 6.41348 -4.83198 -2.55538
O 6.27746 -6.19723 -0.46692
H 8.18848 -6.92168 -0.63638
H 7.44668 -7.13232 0.97423
H 9.18133 -5.09171 0.64762
H 7.63158 -4.74551 1.46383
C 2.48508 -6.35710 3.33873
C 3.84948 -6.28740 2.65811
O 4.57115 -7.41321 3.15262
S 3.52258 -8.62780 3.44533
O 3.53317 -9.51758 2.30546
O 3.71877 -9.08389 4.80176
O 2.15391 -7.74387 3.38766
H 2.53764 -5.98302 4.36628
H 1.72059 -5.80169 2.78886
H 4.38054 -5.35956 2.88363
H 3.75448 -6.39745 1.57266
```

Spin multiplicity: 1
LUMO energy, eV: -1.88

[3]
C46H64N8OPSiW | the ωB97M-V functional and the def2-TZVPD basis

```
122
Properties=species:S:1:pos:R:3
W 0.13492 0.46883 0.47196
C -2.78287 -0.30560 3.81691
C -1.70501 -0.38047 2.79515
N -1.21891 0.66061 2.20217
C -1.68516 1.99536 2.61177
C -0.75360 3.02184 2.00378
N -0.49284 2.59507 0.62009
C 0.35837 3.50974 -0.15472
C 0.42240 2.96295 -1.56924
N 0.44256 1.46225 -1.52949
C 1.47932 0.85380 -2.39037
C 1.74370 -0.55290 -1.89145
N 1.24531 -0.74633 -0.50944
C 1.63512 -2.12235 -0.00651
C 1.74825 -3.18657 -1.10030
C 0.58098 -2.48865 1.00437
C 0.39588 -3.75655 1.53648
C -0.55477 -3.95255 2.52507
C -1.29994 -2.86993 2.96687
C -1.06566 -1.62791 2.39954
N -0.13573 -1.44685 1.43028
H -3.59194 0.33383 3.45923
H -2.39336 0.13661 4.73911
H -3.19604 -1.28018 4.05441
H -1.68135 2.06652 3.70139
H -2.71012 2.14555 2.26425
H 0.19912 3.07193 2.53769
H -1.20445 4.01683 2.01980
H -1.39308 2.51289 0.13921
H 1.34447 3.52824 0.30764
H -0.05032 4.52374 -0.13577
H 1.31503 3.32255 -2.07850
H -0.43833 3.27995 -2.15919
H -0.47398 1.16390 -1.88439
H 2.37211 1.46833 -2.34345
H 1.14293 0.84398 -3.42822
H 2.80937 -0.78419 -1.93983
H 1.22067 -1.28098 -2.51039
H 2.57171 -2.98294 -1.78065
H 0.82607 -3.29932 -1.66797
H 1.98195 -4.14048 -0.63100
H 1.00342 -4.57653 1.18272
H -0.70608 -4.93381 2.95362
H -2.03423 -2.99008 3.74893
N -1.80079 -5.38504 -3.11126
C -1.59926 -4.05431 -3.19651
C -1.60989 -3.22155 -2.04673
N -1.41875 -1.92000 -2.13275
C -1.19020 -1.41272 -3.35204
C -1.15135 -2.22924 -4.46855
N -1.35493 -3.53665 -4.40034
H -2.15598 -5.79879 -2.26893
H -1.86966 -5.91601 -3.96396
H -1.79149 -3.64363 -1.06194
H -1.06653 -0.33885 -3.43884
H -0.95766 -1.81635 -5.45238
O -1.97673 0.83121 -0.64466
P -3.50454 0.85723 -0.83347
C -4.30735 -0.58796 -0.14067
C -3.56175 -1.50347 0.59224
C -4.18316 -2.59522 1.17924
C -5.55197 -2.77610 1.02972
C -6.29646 -1.87657 0.27696
C -5.67701 -0.78682 -0.31134
C -4.03751 0.97297 -2.53262
C -4.16156 -0.21604 -3.25828
C -4.57767 -0.18987 -4.57662
C -4.88626 1.02304 -5.18188
C -4.79304 2.20586 -4.46156
C -4.37678 2.18365 -3.14030
C -4.09634 2.30780 0.06054
C -3.53057 3.55419 -0.23234
C -3.87768 4.67942 0.49690
C -4.79969 4.57372 1.53361
C -5.37831 3.34704 1.82130
C -5.03027 2.21828 1.08916
H -2.48817 -1.38298 0.62560
H -3.60233 -3.32090 1.73521
H -6.03951 -3.62824 1.48423
H -7.35844 -2.03105 0.14461
H -6.26495 -0.09751 -0.90711
H -3.96069 -1.16793 -2.78367
H -4.68353 -1.11438 -5.12813
H -5.21896 1.04263 -6.21084
H -5.06320 3.14607 -4.92215
H -4.34833 3.11259 -2.58711
H -2.83544 3.66222 -1.06056
H -3.45312 5.64261 0.24527
H -5.07929 5.45166 2.10007
H -6.11413 3.26796 2.61028
H -5.49125 1.26969 1.33229
C 2.98747 -1.99138 0.71045
Si 2.10330 1.03147 1.97884
C 3.79201 1.64184 1.28925
C 3.92352 3.06596 1.88573
C 3.72701 1.77640 -0.23094
C 5.07412 0.86117 1.63047
C 2.10341 0.95011 3.90415
C 3.42209 0.23795 4.29880
C 0.95844 0.11043 4.48100
C 2.07174 2.30715 4.63166
H 3.37671 -2.96838 0.99518
H 3.71910 -1.50913 0.06331
H 2.88134 -1.40534 1.63083
H 3.01563 3.67581 1.80367
H 4.70023 3.59714 1.33037
H 4.22309 3.05045 2.92961
H 2.91368 2.42972 -0.55013
H 3.61046 0.80881 -0.71904
H 4.65797 2.21653 -0.59311
H 5.38914 0.99122 2.66060
H 5.87849 1.25134 1.00367
H 5.00218 -0.20872 1.43075
H 3.62462 -0.67480 3.73208
H 3.34577 -0.05634 5.34747
H 4.28354 0.89242 4.21249
H 0.88466 -0.87952 4.02586
H -0.00074 0.62010 4.41086
H 1.15649 -0.04146 5.54370
H 2.92054 2.94824 4.41373
H 2.09081 2.10772 5.70616
H 1.15542 2.87007 4.43744
```

Spin multiplicity: 1
Total charge: +3
Energy relative to the best compared isomer or geometry (same formula, charge and spin), kcal per mole: 7.3
LUMO energy, eV: -8.78

It is found that the calculated total energy values, taken in the order of the records, are -108210.746, -196323.243, -81682.324 eV.
It is found that the max |F| values, taken in the order of the records, are 0.0137, 0.2748, 0.0206 hartree/bohr.